No. 1
Formula: C27H30N4O7S
Source: the Open Molecules 2025 dataset
Level of theory: wB97M-V/def2-TZVPD

**E_HOMO**: -7.90 eV
**HOMO-LUMO gap**: 8.30 eV

Each line ends with the Löwdin charge.
Positions of all 69 atoms, in Å:
C (2.1568, 3.8944, 1.8144)  -0.08
O (1.7699, 2.5511, 2.0048)  -0.12
C (2.5059, 1.5471, 1.4371)  -0.21
C (2.4672, 0.3305, 2.1061)  0.00
C (3.1353, -0.7806, 1.6262)  -0.04
C (3.9110, -0.6823, 0.4833)  -0.23
C (4.6500, -1.8751, -0.0628)  -0.12
C (4.2697, -2.1490, -1.5268)  -0.16
N (2.8376, -2.1010, -1.7016)  0.08
C (2.2162, -1.0826, -2.3102)  -0.46
O (2.7637, -0.2049, -2.9505)  0.05
C (0.6929, -1.1314, -2.1272)  -0.01
N (0.3240, -0.6778, -0.7989)  0.08
C (0.2475, -1.6164, 0.2004)  -0.44
O (0.6941, -2.7395, 0.0406)  0.07
N (-0.3372, -1.2341, 1.3850)  0.08
C (-0.5865, -2.3041, 2.3410)  -0.11
C (-1.7662, -3.1702, 1.8970)  -0.15
C (-3.0546, -2.3569, 1.7738)  -0.09
C (-3.0480, -1.4625, 0.5430)  -0.50
O (-2.4984, -1.7569, -0.5019)  0.06
N (-3.7304, -0.3083, 0.6982)  0.09
C (-3.9093, 0.6456, -0.3800)  -0.09
C (-5.3307, 0.6903, -0.8355)  -0.26
C (-6.0433, -0.1347, -1.6556)  -0.02
C (-7.3634, 0.3772, -1.6825)  -0.06
C (-7.3544, 1.4712, -0.8752)  -0.13
O (-6.1317, 1.6674, -0.3552)  0.05
C (-0.8507, 0.0294, 1.6833)  -0.46
O (-1.4429, 0.2448, 2.7228)  0.07
C (-0.5917, 0.9792, 0.6424)  -0.38
S (-0.9610, 2.6625, 0.7082)  1.11
C (-0.3270, 2.8769, -0.8701)  -0.35
C (0.1366, 1.7295, -1.4345)  -0.08
C (-0.0186, 0.6257, -0.5644)  -0.23
C (3.9571, 0.5325, -0.1888)  0.03
C (3.2312, 1.6360, 0.2346)  -0.19
O (3.1658, 2.8043, -0.4759)  -0.11
C (3.7518, 2.8373, -1.7589)  -0.07
H (3.2301, 4.0247, 1.9738)  0.10
H (1.8965, 4.2574, 0.8180)  0.08
H (1.6056, 4.4604, 2.5651)  0.09
H (1.8828, 0.2802, 3.0116)  0.13
H (3.0653, -1.7177, 2.1576)  0.11
H (4.4061, -2.7506, 0.5416)  0.11
H (5.7291, -1.7131, -0.0059)  0.12
H (4.6957, -1.3952, -2.1917)  0.12
H (4.6388, -3.1336, -1.8292)  0.12
H (2.2729, -2.6958, -1.0999)  0.12
H (0.2101, -0.4918, -2.8658)  0.13
H (0.3333, -2.1572, -2.2379)  0.14
H (0.3165, -2.9135, 2.4108)  0.13
H (-0.7950, -1.8263, 3.3000)  0.13
H (-1.9005, -3.9690, 2.6273)  0.12
H (-1.5333, -3.6166, 0.9289)  0.11
H (-3.2066, -1.7546, 2.6702)  0.11
H (-3.9027, -3.0379, 1.6626)  0.13
H (-4.1368, -0.0793, 1.5910)  0.15
H (-3.2647, 0.3101, -1.1969)  0.13
H (-3.6041, 1.6406, -0.0433)  0.11
H (-5.6689, -0.9933, -2.1738)  0.11
H (-8.1963, -0.0157, -2.2282)  0.10
H (-8.1213, 2.1682, -0.6017)  0.12
H (-0.3229, 3.8566, -1.3058)  0.08
H (0.5974, 1.6821, -2.4033)  0.11
H (4.5505, 0.6056, -1.0842)  0.11
H (3.4387, 3.7852, -2.1944)  0.10
H (3.4006, 2.0107, -2.3827)  0.07
H (4.8447, 2.8145, -1.6994)  0.10



No. 2
Formula: C27H30N4OS
Source: the Open Molecules 2025 dataset
Level of theory: wB97M-V/def2-TZVPD

**E_HOMO**: -7.19 eV
**HOMO-LUMO gap**: 7.64 eV

Each line ends with the Löwdin charge.
Positions of all 63 atoms, in Å:
C (7.0944, 4.3328, -4.5925)  -0.11
C (6.3297, 3.2028, -3.7747)  -0.28
O (4.9568, 3.4340, -3.6658)  -0.03
C (4.2178, 2.7125, -2.9848)  -0.34
C (2.7864, 3.2396, -2.9071)  0.10
C (2.0961, 2.3350, -2.1991)  -0.04
C (2.6152, 1.1515, -1.5533)  -0.34
C (3.7343, 0.7335, -1.8710)  -0.09
C (4.6843, 1.5458, -2.5303)  -0.04
H (5.6999, 1.2340, -2.4325)  0.09
H (4.2312, -0.3609, -1.4338)  0.19
N (1.6287, 0.1941, -1.1296)  0.04
C (0.1689, 0.1127, -1.1161)  -0.93
N (-0.2645, -0.9887, -0.2457)  -0.11
C (-1.7747, -1.1866, -0.4423)  -0.09
C (-1.7797, -2.6847, -0.0721)  -0.19
C (-2.8150, -3.0584, 0.9663)  0.06
C (-2.8745, -4.4946, 1.0620)  -0.12
N (-2.3871, -5.5524, 0.2561)  0.04
C (-1.3323, -5.0574, -0.5856)  -0.08
C (-1.2460, -3.6049, -0.9642)  -0.03
H (-0.3147, -3.4166, -1.6510)  0.14
H (-0.8621, -5.8764, -1.2053)  0.10
H (-3.4563, -4.9953, 1.8011)  0.08
H (-3.4991, -2.5463, 1.1894)  -0.02
H (-2.3504, -0.7136, 0.3806)  0.13
H (-2.0379, -0.8131, -1.2756)  -0.04
C (0.3066, -1.3661, 0.9496)  -0.20
H (1.4384, -1.6592, 0.9315)  0.13
H (-0.2906, -1.9644, 1.5975)  0.10
C (0.4337, -0.0849, 1.8803)  -0.05
C (-0.9416, 0.7131, 2.0670)  -0.26
C (-1.3425, 1.7412, 1.5908)  -0.28
N (-2.6691, 2.1054, 1.9812)  0.17
C (-3.0412, 1.0201, 2.7607)  -0.10
C (-4.2628, 0.4776, 3.2715)  -0.20
C (-4.5395, -0.4473, 3.9597)  -0.05
C (-3.1408, -1.4529, 4.4067)  -0.19
C (-2.0729, -1.1146, 3.6446)  -0.07
C (-1.7895, -0.0059, 2.8407)  -0.08
H (-1.2293, -1.7708, 3.9934)  0.13
C (-3.2554, -2.6738, 5.1012)  -0.05
H (-2.5740, -3.1836, 4.9828)  -0.05
H (-4.3657, -3.0234, 4.7620)  0.16
H (-3.6650, -2.3364, 5.9622)  0.06
H (-5.4794, -0.7324, 4.6331)  0.14
H (-5.1712, 1.3930, 3.3280)  0.17
H (-3.3117, 2.8094, 1.8182)  0.13
C (-0.7561, 2.6998, 0.5639)  0.00
H (-0.8567, 3.7662, 0.8193)  0.09
H (0.3581, 2.6636, 0.7099)  0.10
H (-0.9948, 2.5100, -0.4131)  0.00
H (0.9690, 0.6145, 1.5488)  -0.01
H (0.8608, -0.3322, 3.0676)  0.19
S (-0.5795, 0.5199, -2.2539)  0.97
H (2.2406, -0.6060, -0.2492)  0.24
H (0.9632, 2.6317, -2.2077)  0.10
H (2.7091, 3.9986, -3.3654)  0.01
H (6.5561, 2.2012, -4.4055)  0.15
H (7.0324, 3.0450, -2.6003)  0.21
H (6.8474, 5.3836, -4.1431)  0.09
H (8.1545, 4.1353, -4.7391)  0.05
H (6.4999, 4.4477, -5.6616)  0.12



No. 3
Formula: C27H30N6
Source: the Open Molecules 2025 dataset
Level of theory: wB97M-V/def2-TZVPD

**E_HOMO**: -7.04 eV
**HOMO-LUMO gap**: 7.38 eV

Each line ends with the Löwdin charge.
Positions of all 63 atoms, in Å:
N (-0.4791, -1.1952, -0.2004)  0.03
C (-0.6700, 0.1534, 0.0725)  -0.11
C (0.2538, 0.6306, 0.9544)  -0.03
C (1.0307, -0.4618, 1.2695)  -0.11
C (0.5287, -1.5952, 0.6598)  -0.11
H (-0.8971, -1.9074, -0.7819)  0.01
H (-1.5242, 0.6706, -0.3390)  0.01
H (0.4092, 1.6277, 1.3392)  -0.01
H (1.9374, -0.3647, 1.8483)  0.01
H (0.8999, -2.6086, 0.7000)  0.04
N (-4.0189, -2.1549, -2.2656)  0.00
C (-3.4652, -2.2386, -0.9990)  -0.15
C (-2.7508, -1.0177, -0.8070)  -0.12
C (-3.0803, -0.1913, -1.8727)  -0.09
C (-3.6219, -0.9756, -2.8794)  -0.08
H (-4.5429, -2.9229, -2.6601)  0.16
H (-3.3619, -3.1489, -0.4270)  0.12
H (-2.3194, -0.6244, 0.1017)  0.11
H (-3.0037, 0.8860, -1.8718)  0.07
H (-4.0368, -0.6334, -3.8160)  0.11
N (-1.9103, 3.2884, -1.5596)  0.04
C (-1.2941, 3.8977, -2.6768)  -0.10
C (-0.8000, 2.8436, -3.4732)  -0.08
C (-1.0079, 1.6558, -2.7573)  -0.09
C (-1.7158, 1.9499, -1.6410)  -0.25
H (-2.2483, 3.7874, -0.7491)  0.15
H (-1.4234, 4.9545, -2.8580)  0.09
H (-0.3083, 3.1085, -4.3976)  0.09
H (-0.7962, 0.6704, -3.1451)  0.11
H (-2.0717, 1.3395, -0.8242)  0.05
N (3.5155, 0.3574, 0.2508)  0.11
C (3.5066, 1.0695, 1.4599)  -0.14
C (3.3608, 0.4825, 2.6971)  -0.12
C (3.2348, -0.9135, 2.7633)  -0.05
C (3.2031, -1.6410, 1.5321)  -0.10
C (3.3260, -0.9786, 0.3372)  -0.16
H (3.6662, 2.1360, 1.4000)  0.09
H (3.6619, 1.0845, 3.5417)  0.10
H (3.0317, -1.3583, 3.7262)  0.12
H (3.0984, -2.7153, 1.4948)  0.11
H (3.5713, -1.4811, -0.5868)  0.11
N (-1.6368, -3.2961, -0.5644)  0.01
C (-0.5396, -3.7795, 0.0683)  -0.12
C (0.6928, -3.6391, -0.3816)  -0.16
C (0.8953, -3.0463, -1.6777)  0.01
C (-0.2484, -2.6366, -2.3967)  -0.02
C (-1.4829, -2.8324, -1.8320)  -0.19
H (-0.6461, -4.2365, 1.0411)  0.14
H (1.6204, -3.9456, 0.0788)  0.12
H (1.9024, -2.9744, -2.0612)  0.11
H (-0.1899, -2.1773, -3.3724)  0.11
H (-2.4195, -2.3927, -2.1416)  0.04
N (0.1291, 2.1248, 4.0564)  0.09
C (1.5360, 2.3187, 4.1657)  -0.07
C (2.2107, 2.7366, 3.0186)  -0.15
C (1.5949, 2.8403, 1.8410)  -0.16
C (0.2744, 2.9725, 1.8250)  -0.14
C (-0.4769, 2.5976, 2.9593)  -0.13
H (2.1497, 2.3769, 5.0525)  0.11
H (3.2774, 2.8914, 3.0858)  0.11
H (2.2264, 2.9403, 0.9707)  0.13
H (-0.2090, 3.1399, 0.8738)  0.12
H (-1.5483, 2.5520, 2.8309)  0.11



Let's list ΔE to the lowest compared entry with this formula, charge and spin in order: 0.000; 25.379; 18.195 eV.
Let's list energy in order: -2190.845874; -1738.452645; -1374.641212 hartree.